22
Properties=species:S:1:pos:R:3:forces:R:3:lowdin_charge:R:1 method="wB97M-V/def2-TZVPD" e_above_lowest_kj_mol=198.4 multiplicity=1 max_force_ha_per_bohr=0.1065 total_charge=+1
N -0.3202 -0.7636 0.5393 0.4057 4.2582 2.9691 0.178
C 0.6905 0.2250 0.5953 -0.1830 -1.1969 0.8286 -0.380
N 1.6602 0.3343 -0.3417 -1.9011 -3.3512 -3.8916 0.165
N 0.8236 0.9498 1.7384 -1.5044 -1.1236 -2.7651 0.209
H -1.2861 -0.5663 0.9985 2.5843 -0.4177 -0.5804 0.133
H -0.3734 -1.2013 -0.3028 -0.4439 -1.6285 -3.0392 -0.005
H 2.3920 0.9890 -0.5877 -0.2603 1.0315 1.3777 0.083
H 1.5249 -0.1986 -1.3489 -0.2005 1.2145 3.6671 0.191
H 1.7015 1.2948 1.8994 2.3017 1.2664 0.5912 0.090
H 0.2177 0.8406 2.5019 -0.9075 -0.4774 0.9303 0.086
H -2.4501 0.9492 2.4312 1.1026 -1.6526 0.9931 0.111
H -2.8837 -0.3242 3.0323 -1.6210 -1.4256 0.7925 0.024
O -2.0755 0.0900 2.8361 0.4632 3.2437 -1.9058 -0.057
H 2.2353 3.5492 -0.7700 -0.3377 0.0469 -0.6978 0.069
H 1.8016 2.8470 -2.1350 -1.4115 0.6793 -1.3469 0.024
O 2.3755 2.8383 -1.4081 1.8746 -0.5752 1.9752 -0.025
H -1.0681 -1.1381 -3.1544 0.5120 -0.9785 -0.1682 0.059
H -0.7586 -0.0031 -2.3678 1.0180 -0.5297 0.1624 0.065
O -0.3206 -0.8593 -2.6025 -1.3921 1.6758 0.0808 -0.079
H -1.5477 -3.6259 -0.6252 0.0047 1.6274 -0.2390 0.090
H -2.8684 -3.0827 -0.8771 -0.3457 0.6362 -0.1347 0.048
O -1.9701 -2.7345 -0.8029 0.2417 -2.3230 0.4008 -0.077